[1]
A molecular structure, C49H58FMnN4O2PS in a non-equilibrium geometry. Source: the OMol25 dataset; level of theory: ωB97M-V/def2-TZVPD.

Computed properties:
**Charge**: 0
**E_LUMO (spin up / spin down)**: 0.372 / 0.359 eV
**Expectation value of S²**: 1.129
**Energy above the lowest of the compared OMol25 structures with the same formula, charge and spin**: 27.60 kcal/mol
**Multiplicity**: 2
**HOMO (spin up / spin down)**: -6.34 / -6.45 eV

Each line ends with the Löwdin charge.
Cartesian coordinates (Å):
Mn  -0.3844  1.0099  0.9483  0.468
O  -0.0156  -3.2725  1.8331  0.017
C  -0.9288  -3.3326  2.8295  -0.264
C  -1.1446  -4.5649  3.4444  -0.023
C  -2.0735  -4.6805  4.4611  -0.098
C  -2.8019  -3.5707  4.8792  -0.105
C  -2.5864  -2.3505  4.2676  -0.038
C  -1.6533  -2.2056  3.2439  -0.081
C  -1.4362  -0.8885  2.5964  -0.470
O  -0.4717  -0.8433  1.6921  -0.201
N  -2.1196  0.1370  2.9718  0.073
N  -1.8426  1.2610  2.1194  -0.178
C  -1.2423  2.4168  2.7558  -0.287
C  -1.3221  3.4307  1.6439  -0.253
C  -2.0930  4.5727  1.7380  0.009
C  -2.1486  5.4079  0.6238  -0.049
C  -1.4414  5.0610  -0.5228  -0.051
C  -0.7244  3.8728  -0.5328  -0.091
N  -0.6724  3.0543  0.5307  0.058
H  0.0177  -2.3071  1.5856  0.031
H  -0.5689  -5.4144  3.1051  0.111
H  -2.2325  -5.6418  4.9313  0.097
H  -3.5313  -3.6609  5.6712  0.092
H  -3.1447  -1.4725  4.5626  0.104
H  -1.7643  2.7765  3.6542  0.150
H  -2.6288  4.7850  2.6511  0.119
H  -2.7402  6.3131  0.6442  0.107
H  -1.4521  5.6818  -1.4065  0.104
H  -0.1810  3.5674  -1.4162  0.084
N  -1.7959  0.3907  -0.5471  -0.329
S  -2.6972  -0.9056  -0.5123  1.083
C  -4.4299  -0.5135  -0.2293  -0.365
C  -5.4261  -1.3597  -0.7045  -0.080
C  -6.7488  -1.0691  -0.4193  -0.076
C  -7.0658  0.0538  0.3363  -0.083
C  -6.0612  0.8745  0.8176  -0.069
C  -4.7260  0.5968  0.5446  -0.067
C  -2.8431  -1.4897  -2.2033  -0.399
C  -3.3150  -0.6546  -3.2101  -0.074
C  -3.3141  -1.1054  -4.5170  -0.068
C  -2.8505  -2.3861  -4.8106  -0.070
C  -2.3902  -3.2162  -3.8014  -0.075
C  -2.3819  -2.7649  -2.4854  -0.110
H  -2.2219  1.1300  -1.1078  0.029
H  -5.1788  -2.2292  -1.2975  0.110
H  -7.5311  -1.7168  -0.7890  0.105
H  -8.1010  0.2768  0.5574  0.103
H  -6.3088  1.7313  1.4295  0.106
H  -3.9151  1.1822  0.9702  0.083
H  -3.6874  0.3338  -2.9707  0.118
H  -3.6791  -0.4653  -5.3084  0.106
H  -2.8503  -2.7339  -5.8344  0.105
H  -2.0284  -4.2084  -4.0315  0.113
H  -2.0153  -3.3947  -1.6849  0.115
C  1.9857  -3.6981  -2.4078  -0.199
C  0.6190  -3.0225  -2.5648  -0.185
C  0.4226  -1.8770  -1.5586  -0.213
C  1.7844  -1.3032  -1.1333  -0.391
C  2.4580  -2.3771  -0.2667  -0.176
C  2.3874  -3.7702  -0.9389  -0.168
P  1.6023  0.4353  -0.4858  1.121
C  3.1763  0.8619  0.4043  -0.410
C  3.0967  0.2244  1.8137  -0.194
C  4.4447  0.1908  2.5502  -0.174
C  5.3999  1.2411  2.0066  -0.208
C  5.7547  0.8802  0.5712  -0.184
C  4.5129  0.6379  -0.3200  -0.181
C  1.6820  1.4275  -2.0676  -0.397
C  2.8230  1.1449  -3.0861  -0.194
C  2.3069  0.7909  -4.4789  -0.203
C  1.3829  1.8668  -5.0484  -0.186
C  0.3832  2.3757  -3.9912  -0.185
C  0.3287  1.4347  -2.7934  -0.248
H  2.7486  -3.1536  -2.9722  0.107
H  1.9545  -4.7012  -2.8380  0.108
H  -0.1639  -3.7703  -2.4199  0.084
H  0.5029  -2.6486  -3.5855  0.111
H  -0.0843  -2.2408  -0.6610  0.096
H  -0.2299  -1.1100  -1.9760  0.059
H  2.3867  -1.1941  -2.0401  0.093
H  1.9402  -2.4463  0.6927  0.087
H  3.4932  -2.1165  -0.0500  0.098
H  1.6633  -4.3881  -0.4048  0.112
H  3.3508  -4.2733  -0.8405  0.107
H  3.0744  1.9465  0.5534  0.107
H  2.6931  -0.7810  1.7690  0.087
H  2.3636  0.7909  2.3880  0.064
H  4.9115  -0.7920  2.4267  0.115
H  4.2857  0.3150  3.6184  0.093
H  6.3068  1.2999  2.6115  0.112
H  4.9295  2.2262  2.0530  0.104
H  6.3539  -0.0338  0.6028  0.107
H  6.3917  1.6469  0.1260  0.104
H  4.5573  -0.3680  -0.7402  0.097
H  4.5552  1.3171  -1.1690  0.088
H  1.8247  2.4481  -1.6850  0.102
H  3.4733  0.3435  -2.7468  0.078
H  3.4641  2.0275  -3.1605  0.116
H  1.7820  -0.1673  -4.4343  0.104
H  3.1558  0.6368  -5.1493  0.113
H  0.8464  1.4646  -5.9092  0.105
H  1.9842  2.6977  -5.4239  0.106
H  -0.6097  2.4927  -4.4292  0.107
H  0.6846  3.3685  -3.6407  0.105
H  0.0733  0.4326  -3.1404  0.101
H  -0.4656  1.7076  -2.1013  0.054
F  3.7703  2.1506  5.3324  0.049
C  2.6082  2.1614  4.6298  -0.291
C  2.4377  3.1199  3.6500  -0.011
C  1.2343  3.1416  2.9606  -0.032
C  0.2243  2.2118  3.2208  -0.186
C  0.4480  1.2579  4.2220  -0.007
C  1.6414  1.2174  4.9230  0.009
H  3.2191  3.8395  3.4572  0.120
H  1.0845  3.9134  2.2152  0.114
H  -0.3432  0.5588  4.4648  0.115
H  1.8182  0.4872  5.6988  0.125

***

[2]
A molecular structure, C45H28N5RbS. Source: the OMol25 dataset; level of theory: ωB97M-V/def2-TZVPD.

Computed properties:
**Charge**: -2
**E_LUMO**: 4.023 eV
**Multiplicity**: 1
**HOMO**: -1.42 eV

Each line ends with the Löwdin charge.
Cartesian coordinates (Å):
Rb  0.0100  -0.0253  1.6613  0.907
C  -5.4491  -5.4665  0.0292  -0.119
C  -4.6357  -5.3124  -1.0854  -0.100
C  -3.6685  -4.3188  -1.1097  -0.039
C  -3.4924  -3.4604  -0.0241  -0.205
C  -4.3139  -3.6280  1.0886  -0.035
C  -5.2839  -4.6200  1.1160  -0.095
C  -2.4406  -2.4023  -0.0652  -0.071
C  -2.8844  -1.0683  -0.0897  -0.263
C  -4.2825  -0.6540  -0.0625  -0.023
C  -4.2795  0.6979  -0.0936  -0.026
C  -2.8781  1.1071  -0.1588  -0.261
C  -2.4254  2.4459  -0.2366  -0.071
C  -3.4707  3.5023  -0.3172  -0.203
C  -3.5911  4.4878  0.6611  -0.037
C  -4.5615  5.4754  0.5700  -0.098
C  -5.4390  5.4985  -0.5040  -0.120
C  -5.3340  4.5232  -1.4874  -0.100
C  -4.3610  3.5404  -1.3946  -0.043
C  -1.0869  2.8813  -0.2889  -0.257
N  0.0046  2.0951  -0.1820  0.045
C  1.0874  2.8747  -0.3861  -0.256
C  2.4217  2.4293  -0.4284  -0.070
C  3.4719  3.4660  -0.6160  -0.202
C  3.6756  4.4808  0.3178  -0.038
C  4.6569  5.4432  0.1301  -0.098
C  5.4631  5.4118  -0.9985  -0.120
C  5.2751  4.4066  -1.9383  -0.101
C  4.2915  3.4488  -1.7478  -0.042
C  2.8629  1.0875  -0.3370  -0.259
C  4.2631  0.6697  -0.2898  -0.026
C  4.2559  -0.6782  -0.1761  -0.021
C  2.8543  -1.0804  -0.1596  -0.265
N  2.0610  0.0129  -0.2475  0.045
C  2.4068  -2.4072  -0.0513  -0.076
C  1.0695  -2.8574  -0.0389  -0.269
C  0.6598  -4.2515  0.0623  -0.021
C  -0.6947  -4.2518  0.0476  -0.024
C  -1.1035  -2.8575  -0.0687  -0.267
N  -0.0163  -2.0638  -0.1247  0.018
C  3.4572  -3.4663  0.0059  -0.212
C  3.7408  -4.1418  1.1898  -0.029
C  4.7149  -5.1300  1.2312  -0.094
C  5.4264  -5.4595  0.0866  -0.119
C  5.1546  -4.7916  -1.1001  -0.100
C  4.1791  -3.8065  -1.1371  -0.036
C  0.6684  4.2534  -0.6311  -0.025
C  -0.6806  4.2590  -0.5674  -0.024
N  -2.0846  0.0219  -0.1421  0.033
H  -6.2044  -6.2431  0.0514  0.087
H  -4.7552  -5.9669  -1.9410  0.091
H  -3.0307  -4.1940  -1.9760  0.121
H  -4.1782  -2.9718  1.9395  0.124
H  -5.9069  -4.7351  1.9950  0.094
H  -5.1413  -1.3059  -0.0223  0.094
H  -5.1364  1.3531  -0.0627  0.094
H  -2.9120  4.4685  1.5047  0.122
H  -4.6340  6.2263  1.3480  0.093
H  -6.1978  6.2689  -0.5744  0.087
H  -6.0092  4.5307  -2.3354  0.092
H  -4.2707  2.7836  -2.1635  0.120
H  3.0557  4.5048  1.2055  0.122
H  4.7965  6.2174  0.8752  0.093
H  6.2316  6.1615  -1.1442  0.087
H  5.8933  4.3691  -2.8277  0.091
H  4.1401  2.6684  -2.4830  0.120
H  5.1293  1.3133  -0.3129  0.095
H  5.1113  -1.3314  -0.0946  0.097
H  1.3126  -5.1077  0.1402  0.096
H  -1.3458  -5.1093  0.1223  0.095
H  3.1889  -3.8839  2.0854  0.126
H  4.9189  -5.6396  2.1655  0.094
H  6.1877  -6.2299  0.1199  0.087
H  5.7023  -5.0399  -2.0019  0.091
H  3.9635  -3.2849  -2.0614  0.121
H  1.3102  5.0902  -0.8594  0.095
H  -1.3320  5.1024  -0.7359  0.095
S  0.1987  -0.1845  7.5463  0.237
C  0.1402  -0.1039  5.8749  -1.063
N  0.0990  -0.0475  4.7115  -0.093